No. 1
A structure of composition C28H38Cl5N2OOsSbSi3. Source: OMol25; level of theory: the ωB97M-V functional and the def2-TZVPD basis.

Cartesian coordinates (Å):
1 Os 0.362 0.105 -0.293
2 C -3.676 -2.013 2.383
3 Sb -1.871 -0.893 2.027
4 C -1.005 -1.472 0.151
5 C -0.377 -2.801 0.499
6 C 0.835 -3.242 -0.046
7 C 1.330 -4.480 0.313
8 C 0.623 -5.260 1.219
9 C -0.560 -4.750 1.716
10 N -1.053 -3.561 1.369
11 Si -2.094 -1.755 -1.389
12 C -1.198 -2.768 -2.688
13 C -2.641 -0.137 -2.159
14 C -3.567 -2.813 -0.895
15 C -2.723 1.175 1.918
16 C -1.963 2.130 1.044
17 C -2.369 3.482 1.068
18 C -1.813 4.448 0.276
19 C -0.799 4.075 -0.597
20 C -0.389 2.773 -0.559
21 N -0.918 1.803 0.242
22 Si -2.407 1.774 3.751
23 C -2.615 0.414 5.025
24 C -3.505 3.181 4.376
25 C -0.687 2.489 3.879
26 Si -4.634 1.197 1.592
27 C -5.410 2.870 1.185
28 C -5.179 0.172 0.121
29 C -5.615 0.602 3.083
30 H -3.373 -3.028 2.128
31 H -4.557 -1.742 1.807
32 H -3.890 -1.957 3.449
33 H 1.368 -2.628 -0.757
34 H 2.263 -4.831 -0.110
35 H 0.978 -6.232 1.533
36 H -1.148 -5.315 2.432
37 H -0.302 -2.264 -3.047
38 H -1.860 -2.940 -3.542
39 H -0.912 -3.745 -2.293
40 H -1.830 0.279 -2.760
41 H -2.945 0.614 -1.429
42 H -3.491 -0.325 -2.821
43 H -3.204 -3.788 -0.563
44 H -4.204 -2.973 -1.770
45 H -4.187 -2.411 -0.092
46 H -3.157 3.750 1.748
47 H -2.160 5.471 0.337
48 H -0.318 4.767 -1.272
49 H 0.421 2.457 -1.201
50 H -3.611 -0.025 5.019
51 H -2.463 0.867 6.009
52 H -1.882 -0.387 4.918
53 H -4.568 2.972 4.430
54 H -3.369 4.121 3.840
55 H -3.162 3.361 5.401
56 H 0.109 1.774 3.716
57 H -0.578 2.878 4.897
58 H -0.536 3.330 3.199
59 H -5.082 3.260 0.220
60 H -5.299 3.650 1.934
61 H -6.482 2.662 1.097
62 H -4.965 0.683 -0.819
63 H -6.268 0.086 0.193
64 H -4.767 -0.836 0.059
65 H -5.539 1.258 3.946
66 H -5.394 -0.411 3.409
67 H -6.662 0.619 2.764
68 Cl 1.249 -0.070 2.396
69 C 2.714 -0.086 1.497
70 C 2.405 -0.063 0.144
71 C 3.505 -0.128 -0.719
72 Cl 3.300 -0.143 -2.432
73 C 4.810 -0.200 -0.210
74 Cl 6.155 -0.281 -1.284
75 C 5.048 -0.208 1.163
76 Cl 6.649 -0.289 1.786
77 C 3.971 -0.155 2.044
78 Cl 4.174 -0.171 3.750
79 O 0.370 0.085 -1.980

Output
**Highest occupied orbital energy**: -0.2713 Eh

---

No. 2
An isolated molecule of C2H8N3 in a non-equilibrium geometry. Source: OMol25; level of theory: the ωB97M-V functional and the def2-TZVPD basis.

Cartesian coordinates (Å):
1 C 0.957 -1.465 -0.430
2 N -0.301 -0.877 -0.002
3 C -0.513 0.461 0.119
4 N -1.254 1.038 1.133
5 N 0.126 1.341 -0.753
6 H 0.827 -2.542 -0.512
7 H 1.377 -1.194 -1.414
8 H 1.747 -1.117 0.263
9 H -0.987 -1.444 0.469
10 H -1.460 0.488 1.948
11 H -1.525 1.994 1.072
12 H 0.338 2.254 -0.366
13 H 0.667 1.064 -1.527

Output
**Multiplicity**: 2
**Highest occupied orbital energy (alpha / beta)**: -0.1275 / -0.3252 Eh

---

No. 3
An isolated molecule of C18H23FN6O4 in a non-equilibrium geometry. Source: OMol25; level of theory: the ωB97M-V functional and the def2-TZVPD basis.

Cartesian coordinates (Å):
1 C 0.940 2.772 -4.353
2 C 0.960 1.282 -4.344
3 N 0.736 0.516 -5.387
4 C 0.848 -0.773 -4.927
5 C 1.143 -0.785 -3.597
6 N 1.207 0.540 -3.224
7 C 1.489 1.035 -1.877
8 C 2.963 0.919 -1.519
9 C 0.612 0.232 -0.906
10 O 1.015 -0.791 -0.379
11 N -0.640 0.714 -0.773
12 C -1.654 0.035 0.013
13 C -2.733 -0.675 -0.815
14 C -2.128 -1.625 -1.881
15 C -2.452 -1.203 -3.321
16 C -2.273 0.290 -3.575
17 N -2.931 1.043 -2.496
18 C -2.968 2.418 -2.538
19 O -1.998 3.132 -2.383
20 C -4.345 3.038 -2.654
21 N -4.898 3.000 -3.877
22 C -6.093 3.554 -3.979
23 O -6.648 3.541 -5.200
24 N -6.804 4.116 -2.995
25 C -6.255 4.132 -1.791
26 O -6.924 4.672 -0.770
27 C -4.985 3.591 -1.575
28 F -4.429 3.608 -0.352
29 C -3.690 0.314 -1.488
30 H 0.755 3.098 -5.374
31 H 0.153 3.173 -3.713
32 H 1.893 3.193 -4.023
33 H 0.716 -1.619 -5.581
34 H 1.308 -1.577 -2.886
35 H 1.175 2.079 -1.859
36 H 3.140 1.280 -0.506
37 H 3.280 -0.121 -1.567
38 H 3.562 1.508 -2.216
39 H -0.897 1.544 -1.289
40 H -1.128 -0.703 0.618
41 H -2.121 0.752 0.696
42 H -3.317 -1.261 -0.098
43 H -1.047 -1.694 -1.739
44 H -2.521 -2.631 -1.730
45 H -1.811 -1.738 -4.024
46 H -3.480 -1.489 -3.556
47 H -1.206 0.534 -3.604
48 H -2.706 0.565 -4.540
49 H -7.508 3.972 -5.138
50 H -7.769 4.992 -1.113
51 H -4.553 -0.215 -1.911
52 H -4.071 1.029 -0.755

Output
**Highest occupied orbital energy**: -0.3113 Eh
**SMILES**: Cc1nccn1[C@H](C)C(=O)NC[C@@H]1CCCN(C(=O)c2nc(O)nc(O)c2F)C1

---

Asked for relative energy (zero: lowest compared OMol25 entry of this formula, charge and spin) across the records above, the calculation gives 20.27; 27.65; 81.38 kJ/mol in order.